(1)
Density functional theory data (ωB97M-V/def2-TZVPD) for a molecular structure, C25H23ClN2PTm at a distorted geometry.

Summary:
Multiplicity: 3
Net charge: +2
E_tot: -2962.01468 hartree
Kohn-Sham gap (alpha / beta): 6.83 / 4.07 eV

Element x y z (Å)
Tm: -0.858 -0.727 0.809
Cl: -2.174 -1.807 -1.350
P: 0.590 0.960 -0.753
C: 2.375 0.715 -0.521
C: 3.165 1.763 -0.026
C: 4.544 1.586 0.097
C: 5.101 0.327 -0.173
C: 4.296 -0.769 -0.537
C: 2.918 -0.585 -0.669
C: 0.246 0.565 -2.503
C: -1.078 0.725 -2.965
C: -1.394 0.401 -4.279
C: -0.393 -0.113 -5.123
C: 0.901 -0.355 -4.641
C: 1.208 -0.051 -3.315
C: 0.195 2.710 -0.600
C: -0.814 3.150 0.282
C: -1.013 4.521 0.440
C: -0.227 5.415 -0.312
C: 0.753 4.973 -1.215
C: 0.962 3.599 -1.367
H: -1.874 1.049 -2.282
H: -2.413 0.563 -4.646
H: -0.623 -0.319 -6.169
H: 1.693 -0.753 -5.286
H: 2.211 -0.256 -2.936
H: 2.716 2.739 0.196
H: 5.159 2.447 0.386
H: 6.179 0.195 -0.080
H: 4.743 -1.747 -0.757
H: 2.277 -1.435 -0.958
H: -1.388 2.430 0.886
H: -1.768 4.891 1.147
H: -0.389 6.487 -0.195
H: 1.377 5.664 -1.793
H: 1.745 3.208 -2.027
H: 0.544 -0.231 1.967
H: -0.282 0.568 2.062
N: -4.319 -2.499 2.698
C: -3.611 -1.525 1.968
N: -2.279 -1.756 2.102
C: -2.092 -2.947 2.821
C: -0.861 -3.581 3.139
C: -0.979 -4.715 3.998
C: -2.225 -5.137 4.447
C: -3.464 -4.493 4.089
C: -3.298 -3.383 3.232
H: -5.266 -2.511 2.793
H: -4.081 -0.762 1.370
H: 0.070 -3.171 2.736
H: -0.070 -5.257 4.307
H: -2.280 -6.011 5.110
H: -4.457 -4.754 4.396

(2)
Density functional theory data (ωB97M-V/def2-TZVPD) for a molecular structure, C25H23F2FeO2 at a distorted geometry.

Summary:
Multiplicity: 5
Energy above the lowest of the compared OMol25 structures with the same formula, charge and spin: 379.3 kJ/mol
Net charge: -1
E_tot: -2580.04883 hartree
Kohn-Sham gap (alpha / beta): 2.97 / 6.50 eV

Element x y z (Å)
O: 1.047 2.764 0.840
C: 1.263 1.630 1.028
Fe: 1.895 0.029 1.791
C: 2.454 0.852 3.376
O: 2.834 1.465 4.286
C: 3.656 0.345 0.948
C: 3.705 0.108 -0.488
C: 4.441 -0.998 -1.064
C: 0.394 -0.931 0.877
C: 0.096 -0.715 2.282
C: 1.136 -1.350 3.055
C: 2.072 -1.963 2.139
C: 1.593 -1.726 0.805
H: 3.755 1.435 1.185
H: 4.343 -0.240 1.596
H: 3.496 0.919 -1.133
H: 4.889 -0.374 -1.900
H: 4.825 -1.596 -0.233
H: -0.221 -0.633 0.045
H: -0.785 -0.239 2.673
H: 1.145 -1.461 4.129
H: 2.928 -2.559 2.417
H: 2.028 -2.119 -0.108
C: 0.279 -4.128 -5.166
C: 1.380 -3.483 -4.404
C: 2.672 -3.968 -4.516
F: 2.938 -5.001 -5.385
C: 3.738 -3.412 -3.800
C: 3.509 -2.289 -3.020
C: 4.683 -1.781 -2.208
C: 6.024 -1.530 -3.134
C: 6.067 -1.760 -4.503
C: 7.305 -1.776 -5.149
F: 7.340 -2.108 -6.485
C: 8.502 -1.492 -4.511
C: 9.796 -1.545 -5.246
C: 8.437 -1.174 -3.143
C: 7.206 -1.177 -2.454
C: 2.226 -1.773 -2.864
C: 1.156 -2.375 -3.579
H: -0.667 -3.719 -4.817
H: 0.353 -3.929 -6.243
H: 0.252 -5.216 -5.031
H: 4.747 -3.821 -3.919
H: 5.125 -2.665 -1.755
H: 5.168 -1.986 -5.080
H: 10.573 -1.103 -4.624
H: 10.109 -2.572 -5.467
H: 9.760 -1.004 -6.197
H: 9.353 -0.941 -2.629
H: 7.202 -0.963 -1.395
H: 2.018 -0.931 -2.225
H: 0.155 -1.997 -3.469

(3)
Density functional theory data (ωB97M-V/def2-TZVPD) for a molecular structure, C25H23F5N12O5TbTe at a distorted geometry.

Summary:
Multiplicity: 7
Energy above the lowest of the compared OMol25 structures with the same formula, charge and spin: 77.4 kJ/mol
Net charge: -1
E_tot: -3591.45503 hartree
Kohn-Sham gap (alpha / beta): 5.00 / 5.01 eV

Element x y z (Å)
Tb: 0.043 -0.855 1.357
O: 2.803 -0.420 -4.297
C: 2.302 -1.450 -3.895
C: 1.821 -2.541 -4.685
C: 1.842 -3.870 -4.351
C: 2.526 -4.489 -3.290
C: 2.878 -3.919 -2.090
C: 2.595 -2.575 -1.693
C: 2.738 -2.365 -0.308
N: 2.474 -1.311 0.459
C: 3.487 -1.215 1.542
C: 3.142 -0.246 2.639
N: 1.771 0.229 2.604
C: 1.558 1.144 3.535
C: 0.485 2.049 3.552
C: 0.529 3.045 4.533
C: -0.552 3.884 4.720
C: -1.747 3.741 3.942
C: -1.740 2.889 2.871
C: -0.623 2.046 2.626
O: -0.524 1.246 1.641
H: 1.568 -2.273 -5.697
H: 1.262 -4.595 -4.968
H: 2.551 -5.586 -3.294
H: 3.133 -4.579 -1.270
H: 3.086 -3.302 0.193
H: 4.503 -0.881 1.190
H: 3.653 -2.236 1.925
H: 3.807 0.593 2.480
H: 3.420 -0.735 3.592
H: 2.291 1.254 4.352
H: 1.418 3.168 5.153
H: -0.532 4.636 5.488
H: -2.647 4.215 4.316
H: -2.561 2.900 2.162
N: -3.790 0.503 2.116
N: -4.205 -0.219 1.007
C: -3.465 -0.360 -0.120
N: -4.100 -0.676 -1.272
N: -2.129 -0.258 0.066
N: -1.358 -0.042 -1.044
O: -1.767 0.053 -2.227
O: -0.115 0.031 -0.759
H: -4.509 1.132 2.436
H: -2.908 1.022 1.953
H: -5.132 -0.692 1.059
H: -5.099 -0.744 -1.230
H: -3.657 -0.269 -2.071
N: 1.334 7.212 -4.960
C: 1.495 6.315 -4.233
C: 1.612 5.125 -3.489
C: 0.960 4.979 -2.248
C: 1.334 3.922 -1.448
N: 2.256 3.056 -1.811
C: 2.741 3.128 -3.044
C: 2.451 4.141 -3.951
H: 0.147 5.663 -1.932
H: 0.860 3.823 -0.483
H: 3.366 2.314 -3.409
H: 2.940 4.127 -4.954
F: -3.875 -4.998 -2.873
Te: -2.537 -5.297 -1.398
F: -0.607 -2.531 0.302
F: -2.752 -7.028 -2.112
F: -3.819 -4.459 -0.227
F: -2.045 -6.323 0.275
O: 2.335 -1.538 -2.458
N: -5.982 -1.754 3.286
C: -4.861 -1.745 3.672
N: -3.655 -2.004 4.155
C: -2.602 -1.714 3.515
N: -1.623 -1.491 2.878

(4)
Density functional theory data (ωB97M-V/def2-TZVPD) for a molecular structure, C25H23F6N11O6S2SeZr.

Summary:
Energy above the lowest of the compared OMol25 structures with the same formula, charge and spin: 92.5 kJ/mol
E_tot: -5864.58088 hartree
Kohn-Sham gap: 6.41 eV

Element x y z (Å)
Zr: -0.471 0.163 -0.306
O: -1.134 4.360 0.246
C: -0.781 3.201 0.350
N: -0.461 2.321 -0.637
C: -0.555 2.795 -1.977
C: -0.195 4.075 -2.376
C: -0.327 4.433 -3.708
C: -0.822 3.522 -4.630
C: -1.161 2.234 -4.242
C: -1.004 1.861 -2.910
N: -1.144 0.548 -2.404
C: -1.786 -0.391 -3.114
O: -2.510 -0.285 -4.095
C: -1.451 -1.783 -2.634
C: -1.891 -2.885 -3.354
C: -1.437 -4.135 -2.986
C: -0.557 -4.241 -1.914
C: -0.202 -3.099 -1.231
N: -0.647 -1.885 -1.574
C: -0.689 2.602 1.721
C: -0.800 3.415 2.836
C: -0.689 2.840 4.085
C: -0.477 1.472 4.172
C: -0.394 0.736 3.010
N: -0.500 1.283 1.794
H: 0.183 4.777 -1.649
H: -0.048 5.430 -4.024
H: -0.938 3.807 -5.667
H: -1.534 1.525 -4.963
H: -2.552 -2.706 -4.189
H: -1.744 -5.018 -3.532
H: -0.149 -5.195 -1.611
H: 0.472 -3.145 -0.387
H: -0.965 4.470 2.677
H: -0.766 3.443 4.980
H: -0.382 0.973 5.127
H: -0.239 -0.330 3.057
F: 5.272 1.743 0.431
C: 4.585 2.875 0.619
F: 5.143 3.838 -0.099
F: 4.652 3.197 1.910
S: 2.815 2.652 0.155
O: 2.357 1.540 0.958
O: 2.233 3.936 0.358
N: 2.962 2.308 -1.381
S: 2.547 1.027 -2.126
O: 1.497 0.249 -1.456
O: 2.417 1.211 -3.527
C: 3.962 -0.147 -1.952
F: 4.081 -0.549 -0.667
F: 5.096 0.432 -2.315
F: 3.762 -1.230 -2.694
C: -3.278 -3.086 2.396
N: -1.841 -3.269 2.589
C: -1.363 -4.446 3.298
C: -0.996 -2.452 1.918
N: -1.362 -1.525 1.106
N: 0.355 -2.667 2.187
C: 1.396 -1.894 1.704
N: 2.596 -2.163 2.301
N: 1.230 -0.999 0.808
H: -3.804 -3.699 3.121
H: -3.589 -3.384 1.391
H: -3.570 -2.047 2.567
H: -2.221 -5.030 3.613
H: -0.808 -4.187 4.205
H: -0.743 -5.084 2.663
H: -2.369 -1.485 1.012
H: 0.564 -3.224 2.997
H: 2.762 -3.086 2.666
H: 3.404 -1.707 1.906
H: 2.100 -0.526 0.582
Se: -4.875 0.625 1.990
C: -3.558 0.585 0.787
N: -2.664 0.479 0.040